(1)
{
  "formula": "C18H66N16O20",
  "method": "ωB97M-V/def2-TZVPD",
  "spin_multiplicity": 1,
  "total_charge": 0,
  "lumo_ev": 0.07,
  "elements": ["C", "C", "O", "O", "H", "H", "H", "H", "H", "H", "C", "C", "O", "O", "H", "H", "H", "H", "H", "H", "C", "C", "O", "O", "H", "H", "H", "H", "H", "H", "C", "C", "O", "O", "H", "H", "H", "H", "H", "H", "C", "C", "O", "O", "H", "H", "H", "H", "H", "H", "C", "O", "N", "N", "H", "H", "H", "H", "C", "O", "N", "N", "H", "H", "H", "H", "C", "O", "N", "N", "H", "H", "H", "H", "C", "O", "N", "N", "H", "H", "H", "H", "C", "O", "N", "N", "H", "H", "H", "H", "C", "O", "N", "N", "H", "H", "H", "H", "C", "O", "N", "N", "H", "H", "H", "H", "C", "O", "N", "N", "H", "H", "H", "H", "O", "H", "H", "O", "H", "H"],
  "coordinates": [[-0.046, 6.606, -1.206], [0.569, 5.660, -0.198], [0.752, 4.341, -0.719], [-1.372, 6.156, -1.565], [0.645, 6.787, -2.029], [-0.231, 7.585, -0.763], [-0.090, 5.505, 0.657], [1.404, 6.153, 0.299], [1.313, 3.828, -0.133], [-1.237, 5.206, -1.531], [-3.180, -5.459, 1.687], [-1.711, -5.113, 1.397], [-1.457, -3.776, 1.050], [-3.905, -5.536, 0.444], [-3.559, -4.824, 2.488], [-3.208, -6.461, 2.114], [-1.213, -5.846, 0.763], [-1.326, -5.258, 2.406], [-1.770, -3.690, 0.146], [-3.745, -6.369, -0.006], [-0.956, 2.447, 2.388], [-1.329, 3.523, 3.479], [-0.029, 3.889, 3.898], [-0.390, 1.272, 2.747], [-0.463, 2.675, 1.443], [-1.921, 2.264, 1.915], [-1.885, 2.994, 4.253], [-1.905, 4.353, 3.069], [0.110, 3.458, 4.745], [0.059, 0.910, 1.979], [1.149, -4.703, -0.915], [2.534, -4.555, -0.442], [2.644, -3.627, 0.635], [0.832, -3.611, -1.810], [0.519, -4.696, -0.026], [1.064, -5.593, -1.539], [3.187, -4.317, -1.282], [2.879, -5.547, -0.150], [2.412, -2.735, 0.366], [-0.074, -3.763, -2.088], [-3.197, -0.299, 2.697], [-4.126, 0.735, 3.224], [-5.371, 0.590, 2.557], [-3.631, -1.698, 2.703], [-2.364, -0.296, 3.400], [-2.836, 0.038, 1.725], [-3.813, 1.758, 3.012], [-4.167, 0.500, 4.287], [-5.788, -0.122, 3.048], [-3.934, -1.938, 1.824], [-2.661, -2.739, -2.312], [-2.069, -3.354, -1.444], [-3.290, -1.618, -2.097], [-2.725, -3.173, -3.523], [-3.606, -1.439, -1.155], [-3.545, -1.117, -2.936], [-2.032, -3.861, -3.784], [-3.310, -2.636, -4.147], [3.587, 2.457, -2.025], [2.628, 1.766, -2.381], [4.742, 2.036, -1.565], [3.541, 3.746, -2.198], [4.925, 1.050, -1.678], [5.488, 2.663, -1.298], [2.779, 4.148, -2.726], [4.244, 4.213, -1.644], [0.675, -0.506, -0.233], [1.733, -1.055, 0.067], [-0.445, -1.174, -0.061], [0.547, 0.681, -0.674], [-1.279, -0.617, -0.182], [-0.349, -2.153, 0.167], [1.352, 1.233, -0.936], [-0.380, 0.958, -0.965], [-3.457, 1.609, -1.194], [-2.306, 1.185, -1.148], [-4.400, 1.361, -0.364], [-3.887, 2.566, -1.953], [-5.352, 1.537, -0.652], [-4.245, 0.742, 0.418], [-4.862, 2.831, -1.925], [-3.387, 2.875, -2.774], [5.312, -1.498, -0.254], [4.507, -1.493, -1.168], [4.881, -1.019, 0.887], [6.579, -1.845, -0.261], [3.921, -0.710, 0.837], [5.256, -1.297, 1.783], [7.032, -1.857, 0.641], [7.080, -2.098, -1.101], [-0.032, -1.917, 4.194], [0.503, -1.151, 5.023], [-1.126, -2.638, 4.448], [0.431, -2.129, 2.936], [-1.447, -2.688, 5.404], [-1.650, -3.120, 3.731], [1.264, -1.598, 2.725], [-0.130, -2.610, 2.248], [0.101, 0.568, -5.267], [-0.509, 0.540, -6.327], [-0.209, -0.183, -4.230], [1.141, 1.286, -5.001], [0.309, -0.030, -3.377], [-0.860, -0.954, -4.275], [1.521, 1.875, -5.728], [1.510, 1.258, -4.061], [2.928, 2.276, 1.734], [2.233, 2.732, 0.852], [2.509, 1.857, 2.854], [4.185, 2.049, 1.596], [1.527, 2.091, 2.895], [2.996, 1.057, 3.231], [4.555, 2.345, 0.705], [4.638, 1.413, 2.238], [-1.165, 3.839, -2.924], [-0.450, 3.588, -2.340], [-1.090, 3.241, -3.667], [2.371, -1.390, -3.028], [3.003, -1.247, -2.324], [1.873, -2.159, -2.750]]
}

=====

(2)
{
  "formula": "C21H46BrCl24NO3P",
  "method": "ωB97M-V/def2-TZVPD",
  "spin_multiplicity": 1,
  "total_charge": 1,
  "lumo_ev": -2.29,
  "elements": ["C", "C", "O", "C", "C", "N", "C", "C", "O", "C", "C", "C", "Br", "P", "O", "H", "H", "H", "H", "H", "H", "H", "H", "H", "H", "H", "H", "H", "H", "H", "H", "H", "H", "H", "H", "H", "H", "C", "Cl", "Cl", "H", "H", "C", "Cl", "Cl", "H", "H", "C", "Cl", "Cl", "H", "H", "C", "Cl", "Cl", "H", "H", "C", "Cl", "Cl", "H", "H", "C", "Cl", "Cl", "H", "H", "C", "Cl", "Cl", "H", "H", "C", "Cl", "Cl", "H", "H", "C", "Cl", "Cl", "H", "H", "C", "Cl", "Cl", "H", "H", "C", "Cl", "Cl", "H", "H", "C", "Cl", "Cl", "H", "H"],
  "coordinates": [[7.116, 1.123, -0.792], [5.788, 0.890, -1.661], [4.547, 1.170, -0.954], [3.854, 2.285, -1.606], [2.531, 2.645, -0.800], [1.246, 2.018, -1.368], [0.584, 3.076, -2.221], [1.359, 3.463, -3.563], [2.383, 4.504, -3.362], [1.468, 0.695, -2.034], [0.165, -0.161, -2.376], [0.709, -1.665, -2.703], [-0.738, 0.418, -4.087], [0.183, 1.882, 0.100], [-1.324, 1.814, -0.246], [6.910, 1.325, 0.325], [7.829, 0.214, -0.814], [7.753, 2.017, -1.156], [5.851, 1.570, -2.576], [5.756, -0.232, -1.934], [3.720, 2.121, -2.729], [4.571, 3.188, -1.502], [2.455, 3.773, -0.675], [2.633, 2.203, 0.265], [0.495, 4.049, -1.602], [-0.506, 2.817, -2.502], [1.790, 2.588, -4.154], [0.573, 3.955, -4.255], [3.142, 4.175, -3.914], [2.067, 0.761, -3.019], [2.127, 0.062, -1.326], [-0.584, -0.293, -1.530], [1.399, -2.066, -1.885], [1.248, -1.572, -3.725], [-0.202, -2.339, -2.900], [0.392, 3.141, 0.794], [0.652, 0.853, 0.986], [-1.975, -1.240, 1.520], [-2.227, -0.541, 3.123], [-0.289, -1.728, 1.301], [-2.614, -2.115, 1.409], [-2.232, -0.496, 0.766], [-5.693, -0.700, 5.114], [-5.398, -0.787, 6.855], [-6.523, -2.148, 4.530], [-6.313, 0.172, 4.900], [-4.737, -0.608, 4.599], [-7.196, 0.019, 1.481], [-7.422, 0.712, 3.090], [-5.513, -0.468, 1.232], [-7.837, -0.855, 1.377], [-7.465, 0.764, 0.733], [-2.558, -2.396, 8.613], [-2.443, -2.947, 10.289], [-1.176, -1.381, 8.178], [-2.579, -3.263, 7.956], [-3.473, -1.818, 8.492], [-9.439, 0.538, 6.197], [-10.529, 0.286, 4.829], [-8.433, 1.975, 5.962], [-10.032, 0.668, 7.102], [-8.792, -0.333, 6.299], [5.809, 4.131, -5.357], [4.410, 3.316, -6.069], [6.534, 3.151, -4.077], [6.553, 4.305, -6.134], [5.486, 5.082, -4.935], [2.214, -3.986, -6.047], [3.039, -3.023, -4.814], [0.949, -4.992, -5.332], [1.762, -3.314, -6.776], [2.943, -4.629, -6.539], [-0.678, -6.148, 6.948], [-1.611, -5.538, 8.319], [-0.418, -4.884, 5.739], [0.289, -6.500, 7.306], [-1.224, -6.971, 6.487], [1.648, -1.528, 4.688], [2.800, -1.904, 5.973], [2.436, -0.680, 3.349], [1.219, -2.457, 4.314], [0.860, -0.894, 5.093], [5.810, -3.308, -0.644], [4.804, -2.295, 0.398], [5.476, -2.999, -2.353], [6.859, -3.090, -0.444], [5.602, -4.355, -0.428], [-11.245, 0.398, 0.200], [-10.078, -0.705, 0.940], [-10.774, 2.084, 0.446], [-11.293, 0.197, -0.869], [-12.222, 0.234, 0.652], [4.898, 2.748, -9.595], [6.283, 3.720, -10.107], [4.857, 1.195, -10.437], [4.971, 2.567, -8.523], [3.981, 3.295, -9.816]]
}